Record 1
{"formula": "C7H23HfNO3P", "method": "the ωB97M-V functional and the def2-TZVPD basis", "symbols": ["C", "Hf", "N", "H", "H", "H", "H", "H", "H", "H", "H", "C", "C", "O", "P", "O", "C", "C", "O", "C", "C", "H", "H", "H", "H", "H", "H", "H", "H", "H", "H", "H", "H", "H", "H", "H"], "xyz": [[-1.206110, -1.367828, -3.531677], [-0.259378, -0.172171, -1.888727], [1.190386, 0.529551, -3.541215], [-1.346420, -1.196250, -0.909900], [-1.635607, 0.791440, -1.979981], [-2.245170, -1.688650, -3.317319], [-0.711962, -2.312862, -3.851407], [-1.322435, -0.799129, -4.479580], [2.170580, 0.275374, -3.454976], [1.177041, 1.568166, -3.541355], [0.923076, 0.256826, -4.475744], [0.296515, -3.361237, 1.897011], [0.191938, -2.304498, 0.822792], [1.425770, -1.540557, 0.967900], [1.323368, -0.062892, 0.131887], [1.629945, 0.851601, 1.532995], [1.221315, 0.490369, 2.874396], [-0.246577, 0.813104, 3.030890], [0.865787, 1.812858, -0.746466], [0.170322, 2.775681, 0.087316], [-1.334609, 2.572013, 0.101033], [1.217833, -3.928647, 1.740840], [-0.574841, -4.021917, 1.852704], [0.354606, -2.886597, 2.879094], [0.057901, -2.713820, -0.190870], [-0.697322, -1.672522, 1.007101], [1.426621, -0.563419, 3.033529], [1.857196, 1.059768, 3.595920], [-0.842480, 0.271269, 2.295466], [-0.570354, 0.519728, 4.021648], [-0.372357, 1.875167, 2.883474], [0.551963, 2.764846, 1.133564], [0.470930, 3.764149, -0.299587], [-1.636222, 1.618418, 0.507194], [-1.796360, 3.342982, 0.710667], [-1.724877, 2.639671, -0.898616]], "forces_ev_per_a": [[-0.03, -0.25, -0.73], [-0.84, 0.29, -3.12], [0.79, 1.04, -0.26], [-0.09, -0.37, 1.22], [-1.25, 1.19, -0.14], [0.44, 0.29, 0.32], [0.07, 0.38, 0.25], [0.17, -0.05, 0.31], [0.16, 0.07, -0.01], [0.07, -0.66, 0.11], [-0.23, -0.26, -0.29], [0.02, -0.25, -0.28], [-0.66, -0.97, 0.86], [-0.76, 2.91, -1.93], [2.11, 1.21, 6.63], [-0.28, -1.23, -3.62], [0.47, -0.51, 0.80], [0.46, -0.10, -0.13], [-0.98, -2.80, 1.04], [0.64, 0.59, 0.35], [0.53, 0.62, -0.23], [-0.20, -0.12, 0.08], [0.20, 0.03, 0.10], [-0.11, -0.08, -0.08], [0.38, 0.01, 0.32], [0.60, -0.22, -0.06], [0.02, -0.07, 0.02], [-0.42, -0.22, -0.91], [-0.05, -0.04, 0.00], [-0.13, 0.06, 0.22], [-0.37, 0.26, 0.11], [-0.02, -0.24, -0.88], [-0.42, -0.27, 0.00], [0.06, -0.51, 0.20], [-0.07, 0.15, 0.08], [-0.30, 0.12, -0.34]], "molar_mass_g_mol": 378.73, "gap_ev": 6.19, "total_charge": 1, "e_tot_ev": -25848.8414}

***

Record 2
{"formula": "C7H24IN6O5", "method": "the ωB97M-V functional and the def2-TZVPD basis", "symbols": ["I", "C", "C", "O", "H", "H", "H", "H", "H", "H", "C", "C", "O", "H", "H", "H", "H", "H", "H", "C", "O", "N", "N", "H", "H", "H", "H", "C", "O", "N", "N", "H", "H", "H", "H", "C", "O", "N", "N", "H", "H", "H", "H"], "xyz": [[-0.400600, 0.322688, 0.310095], [-0.862880, 5.657208, 0.670495], [-0.905270, 4.295558, -0.109415], [-2.118120, 3.631828, 0.204905], [-1.805560, 6.194198, 0.565155], [0.045720, 6.230738, 0.487195], [-0.799710, 5.450418, 1.738835], [-0.059610, 3.652798, 0.135175], [-0.683270, 4.388608, -1.172495], [-1.984640, 2.681238, 0.192555], [-3.678160, -1.886582, -2.274105], [-2.261350, -1.656312, -2.866435], [-2.113870, -0.289922, -2.919535], [-3.925400, -1.421782, -1.319675], [-3.800120, -2.969592, -2.256505], [-4.444700, -1.476162, -2.931425], [-2.059700, -2.143052, -3.820645], [-1.473920, -2.127072, -2.277835], [-1.902070, 0.061848, -2.051785], [2.691720, -0.207362, -2.709445], [3.624660, -0.464202, -3.428535], [1.465860, -0.113732, -3.008475], [2.790130, -0.102982, -1.436615], [1.230270, -0.205772, -3.986295], [0.786180, 0.279328, -2.373155], [3.781550, -0.029472, -1.258375], [1.988890, 0.322248, -0.992435], [-0.347950, -3.744132, 1.933015], [-0.256790, -4.925422, 2.237045], [0.145920, -2.765802, 2.615705], [-0.823700, -3.234712, 0.870465], [0.130870, -1.905262, 2.087175], [0.769160, -2.979182, 3.381295], [-0.846500, -2.250972, 0.642805], [-1.299400, -3.945762, 0.333625], [2.814170, -0.259852, 3.457785], [3.625470, -0.265402, 4.349685], [2.070980, 0.745378, 3.148485], [2.546520, -1.317012, 2.757525], [1.463030, 0.676598, 2.344885], [2.008280, 1.585508, 3.705575], [2.963910, -2.188922, 3.050195], [1.910000, -1.299742, 1.973525]], "forces_ev_per_a": [[-0.08, 0.10, 0.00], [0.06, -1.52, 0.15], [0.70, 0.37, 0.77], [-0.14, 0.68, -0.28], [0.25, 0.26, -0.47], [-0.28, 0.22, -0.57], [-0.10, -0.33, 0.11], [0.16, 0.01, 0.82], [-0.89, 0.56, -0.47], [0.26, -0.28, -0.03], [0.33, -1.18, -1.13], [-1.01, -0.44, 1.61], [0.94, 1.66, -1.30], [0.82, -0.18, 0.24], [-0.52, -0.14, 0.44], [0.16, -0.06, -0.40], [-0.74, 0.43, -0.49], [0.00, 0.02, 0.72], [0.14, -0.08, 0.37], [1.97, -1.03, -0.75], [1.65, -0.36, -1.94], [-6.13, 0.50, -4.28], [2.46, 0.43, 4.42], [-0.30, 0.17, 0.27], [-0.14, -0.29, -0.31], [-0.31, 0.43, 1.46], [0.84, 0.04, 1.14], [1.57, -2.47, 2.04], [-0.50, -0.90, 0.01], [1.86, 2.49, 3.57], [-3.53, -0.94, -5.77], [0.48, 0.38, 1.21], [-0.18, 0.54, -0.24], [-0.24, -0.20, -0.21], [-0.15, 0.70, -0.64], [1.28, -0.16, 1.86], [1.61, 0.10, 1.87], [-2.65, 4.21, -1.25], [-0.20, -3.79, -2.36], [-0.21, 0.28, 0.16], [0.38, -0.39, -0.15], [0.02, 0.29, -0.38], [0.37, -0.15, 0.20]], "molar_mass_g_mol": 399.21, "gap_ev": 9.23, "total_charge": -1, "e_tot_ev": -34931.2471}

***

Record 3
{"formula": "C7H24N4O5Sr", "method": "the ωB97M-V functional and the def2-TZVPD basis", "symbols": ["O", "H", "Sr", "N", "N", "O", "O", "C", "C", "C", "C", "H", "H", "H", "H", "H", "H", "H", "H", "O", "H", "H", "C", "H", "H", "H", "O", "H", "H", "N", "C", "C", "N", "H", "H", "H", "H", "H", "H", "H", "H"], "xyz": [[-3.409046, -0.050911, 3.268321], [-3.629207, -0.442820, 2.399681], [-0.345072, 0.511006, 0.143417], [1.491369, -1.032527, 0.165060], [0.486912, -0.224116, -2.124378], [2.073792, -1.355480, 1.428992], [-0.232671, 0.015409, -3.346104], [2.023472, -1.585882, -0.928006], [1.423224, -1.178838, -2.201877], [3.197826, -2.521690, -0.875964], [1.907260, -1.755423, -3.496419], [3.291540, -2.910503, 0.167260], [4.141413, -1.968374, -1.146885], [3.050765, -3.363293, -1.606438], [1.555650, -1.105740, -4.333208], [1.507792, -2.797308, -3.636398], [3.028847, -1.811695, -3.487732], [1.431113, -1.181931, 2.155485], [-1.007017, 0.581066, -3.144947], [1.644418, 2.125810, -0.758303], [1.927585, 1.610433, 0.033309], [1.477859, 1.399859, -1.422681], [-2.007224, -1.395037, -0.295463], [-2.657371, -1.680144, 0.568238], [-0.974688, -1.851117, -0.495338], [-2.287392, -0.621032, -1.059731], [-0.268812, -1.538485, 4.034487], [-1.178708, -1.328061, 4.276047], [-0.345127, -1.867484, 3.079808], [-0.501669, 1.572143, 2.324130], [-1.670612, 2.360427, 1.848882], [-1.541301, 3.133905, 0.530240], [-1.784401, 2.320386, -0.703587], [-0.684067, 0.813179, 2.985765], [0.380821, 2.065091, 2.472425], [-2.568286, 1.710556, 1.896828], [-1.769542, 3.103163, 2.642398], [-2.314438, 3.910231, 0.540312], [-0.559943, 3.633192, 0.433304], [-2.709936, 1.889920, -0.746962], [-1.595129, 2.812115, -1.583967]], "forces_ev_per_a": [[0.90, -0.09, -1.12], [-0.11, 0.10, 0.61], [0.11, -0.25, -0.05], [-0.40, 0.26, 0.36], [-0.50, 0.42, 0.19], [0.49, -0.43, 0.06], [0.08, -0.15, -0.30], [-0.32, 0.27, -0.66], [0.50, -0.18, 1.12], [0.35, -0.28, -0.06], [0.19, -0.33, -0.47], [0.05, 0.21, -0.98], [-0.77, -0.63, 0.26], [0.28, 0.74, 0.78], [0.39, -0.68, 0.59], [0.38, 0.91, -0.05], [-1.02, 0.04, -0.16], [0.35, -0.04, -1.04], [0.92, -0.50, 0.29], [-0.39, -1.23, 0.58], [0.53, 0.61, -0.83], [0.33, 0.54, 0.15], [0.45, -0.68, -0.56], [0.67, 0.35, -1.01], [-1.76, 0.30, 0.45], [-0.20, -1.00, 0.86], [0.43, -0.54, -2.30], [-0.55, 0.20, -0.18], [-0.20, 0.47, 2.21], [0.75, -0.44, -0.70], [0.32, 0.34, 1.52], [-0.45, 0.25, -0.62], [0.05, 0.04, -0.64], [-0.39, 0.65, 0.17], [-0.77, 0.08, 0.46], [0.32, 0.02, 0.20], [-0.76, 0.29, -0.33], [0.29, 0.06, 0.37], [-0.35, -0.29, -0.05], [0.07, 0.64, 0.18], [-0.23, -0.02, 0.71]], "molar_mass_g_mol": 331.91, "gap_ev": [6.41, 4.69], "total_charge": 0, "e_tot_ev": -24674.8996}

***

Record 4
{"formula": "C7H25ClN7O5", "method": "the ωB97M-V functional and the def2-TZVPD basis", "symbols": ["Cl", "C", "O", "N", "N", "H", "H", "H", "H", "C", "O", "N", "N", "H", "H", "H", "H", "C", "O", "N", "N", "H", "H", "H", "H", "C", "C", "C", "O", "C", "N", "H", "H", "H", "H", "H", "H", "H", "H", "H", "H", "H", "O", "H", "H"], "xyz": [[0.158394, 0.982045, 0.195352], [-0.869386, 4.417285, 2.104752], [-0.687236, 4.697715, 0.963012], [-0.548466, 3.257915, 2.674322], [-1.350886, 5.373005, 2.871742], [-0.312926, 2.472365, 2.084812], [-0.675126, 3.146825, 3.670172], [-1.594496, 5.139315, 3.823662], [-1.756486, 6.152985, 2.374532], [-3.883226, 0.789645, 0.492642], [-5.023926, 1.068135, 0.528812], [-3.008566, 1.267765, -0.347788], [-3.354796, -0.099245, 1.253752], [-3.324656, 2.074795, -0.866338], [-2.023776, 1.175235, -0.143508], [-2.350826, -0.207515, 1.233272], [-3.960526, -0.446715, 1.983452], [1.010644, 1.457245, -3.892328], [1.638074, 2.125405, -3.148348], [0.374494, 0.388895, -3.448988], [0.678764, 1.699135, -5.145158], [0.529744, 0.117525, -2.488598], [-0.395196, -0.094055, -3.889938], [-0.011856, 1.097365, -5.570608], [0.877664, 2.650615, -5.419428], [0.043804, -3.306985, -0.860528], [0.119514, -3.239265, 0.650152], [1.613584, -3.244545, 1.114252], [2.319454, -4.411505, 0.695262], [3.642634, -4.409705, 1.218882], [-0.539456, -2.045475, 1.084312], [0.571004, -2.527255, -1.410248], [-0.975646, -3.287735, -1.245828], [0.360724, -4.293235, -1.199608], [-0.308786, -4.152935, 1.062312], [1.726154, -2.977385, 2.164992], [2.153564, -2.405465, 0.675542], [4.146044, -3.479775, 0.954472], [4.248414, -5.156665, 0.705872], [3.696604, -4.643915, 2.282052], [-1.536266, -2.181395, 0.994862], [-0.273176, -1.297365, 0.460192], [2.892164, 2.472535, -0.568178], [3.729964, 2.054525, -0.369198], [2.234294, 1.829845, -0.302848]], "forces_ev_per_a": [[-0.06, -0.23, 0.07], [0.76, -0.41, -0.70], [0.40, -0.10, -3.45], [0.10, -1.16, 1.29], [-1.29, 1.81, 3.09], [0.22, -0.16, -0.19], [0.03, -0.30, -0.42], [-0.35, 0.56, -0.21], [0.09, -0.22, 0.43], [1.26, 0.46, -1.14], [-5.44, 1.51, 0.11], [1.35, 2.19, -2.86], [1.58, -3.76, 3.51], [0.36, -0.13, 0.05], [0.47, 0.28, -0.31], [-0.12, -0.25, 0.60], [0.62, -0.12, -0.01], [-1.80, -0.77, 1.13], [2.58, 2.22, 0.83], [-1.27, -3.90, 1.82], [0.28, 1.39, -3.12], [-0.06, 0.36, 0.11], [0.33, 0.35, -0.12], [0.24, 0.73, -0.24], [-0.39, -0.34, -0.53], [-0.23, -1.42, -0.96], [1.58, -0.30, -0.61], [-0.08, 0.94, -0.71], [0.07, -0.27, 0.84], [-0.06, -0.20, -0.92], [-0.25, -0.18, 1.22], [0.31, 0.06, 0.35], [-0.37, 0.33, 0.42], [0.62, 0.00, -0.21], [-0.36, 0.09, 0.19], [-0.37, -0.81, 0.54], [-0.22, 0.46, -0.57], [-0.04, 0.41, 0.44], [-0.37, -0.35, -0.13], [-0.19, 0.33, 0.20], [-0.14, 0.07, -0.07], [0.04, 0.65, 0.11], [0.78, 0.50, 0.08], [0.18, -0.08, 0.03], [-0.80, -0.26, 0.06]], "molar_mass_g_mol": 322.77, "gap_ev": 8.60, "total_charge": -1, "e_tot_ev": -40859.2543}